w.
Entry from OMol25: C5H13N3O as an isolated structure (the ωB97M-V functional and the def2-TZVPD basis).

Output
- Highest occupied orbital energy: -8.9 eV
- Frontier orbital gap: 9.5 eV

ORCA input file:
```
! RIJCOSX wB97M-V def2-TZVPD def2/J DEFGRID3
* xyz 0 1
C -0.388 0.026 -0.431
C -1.381 1.142 -0.125
C 2.120 1.297 0.794
C -0.755 -0.957 -1.509
N 0.284 -0.474 0.713
C 1.675 0.038 0.082
N 0.250 -1.889 0.848
N -2.612 0.631 0.462
O 2.432 -0.846 -0.309
H 0.727 0.642 -0.905
H 0.474 -2.072 1.821
H 1.018 -2.293 0.299
H -2.400 0.075 1.283
H -3.107 0.030 -0.187
H -1.627 1.682 -1.042
H -0.938 1.842 0.583
H 2.932 1.757 0.232
H 1.299 1.999 0.913
H 2.499 1.004 1.774
H -1.378 -1.743 -1.080
H 0.154 -1.427 -1.888
H -1.277 -0.463 -2.327
*
```



x.
Entry from OMol25: one molecule with the formula C5H13N3O (the ωB97M-V functional and the def2-TZVPD basis).

Output
- Highest occupied orbital energy: -8.7 eV
- Frontier orbital gap: 9.5 eV
- SMILES: C[C@@](N)(CN)CC(N)=O

ORCA input file:
```
! RIJCOSX wB97M-V def2-TZVPD def2/J DEFGRID3
* xyz 0 1
C 0.442 -0.555 -0.199
C 0.524 0.379 0.957
C -1.127 -1.263 0.212
C 1.554 -1.594 -0.148
C 0.758 2.014 0.418
N 0.295 0.036 -1.474
N -0.398 2.606 0.038
N -2.179 -0.273 0.065
O 1.854 2.539 0.352
H -0.302 -0.474 -2.115
H 1.166 0.276 -1.928
H -1.205 2.005 -0.096
H -0.364 3.586 -0.205
H -2.437 0.126 0.960
H -3.018 -0.689 -0.323
H 1.411 0.233 1.565
H -0.284 0.480 1.674
H -1.221 -2.025 -0.563
H -1.102 -1.785 1.175
H 2.341 -1.422 -0.881
H 1.197 -2.614 -0.284
H 2.094 -1.586 0.801
*
```



Tell me which of them is the least stable. Sure, it is w.



w.
Entry from OMol25: a 2-piece molecular cluster, C5H14O2 overall (the ωB97M-V functional and the def2-TZVPD basis).

Output
- Highest occupied orbital energy: -10.0 eV
- Frontier orbital gap: 10.7 eV
- SMILES: CC(C)CCO.O

ORCA input file:
```
! RIJCOSX wB97M-V def2-TZVPD def2/J DEFGRID3
* xyz 0 1
C 1.753 0.959 0.626
O 2.769 0.091 0.148
C 0.409 0.835 -0.122
C 0.155 -0.545 -0.731
C -1.100 -0.515 -1.594
C 0.113 -1.630 0.352
H 2.152 1.966 0.509
H 1.600 0.856 1.697
H 2.765 -0.742 0.624
H 0.417 1.580 -0.911
H -0.410 1.091 0.557
H 1.014 -0.758 -1.372
H -0.941 0.222 -2.385
H -1.408 -1.466 -2.003
H -1.931 -0.073 -1.029
H -0.922 -1.913 0.572
H 0.559 -1.342 1.303
H 0.506 -2.575 -0.022
H -3.294 1.659 0.725
H -3.946 0.564 1.557
O -3.168 0.747 1.023
*
```



x.
Entry from OMol25: a 3-piece molecular cluster, C5H14O2 overall (the ωB97M-V functional and the def2-TZVPD basis).

Output
- Highest occupied orbital energy: -9.8 eV
- Frontier orbital gap: 10.5 eV
- SMILES: C=CCCC.O.O

ORCA input file:
```
! RIJCOSX wB97M-V def2-TZVPD def2/J DEFGRID3
* xyz 0 1
C -2.076 0.177 -1.746
C -1.887 -0.072 -0.242
C -0.395 0.079 0.069
C 0.088 -0.002 1.520
C -0.196 -0.960 2.377
H -1.785 1.133 -2.180
H -1.596 -0.652 -2.325
H -3.087 -0.053 -2.097
H -2.407 0.709 0.303
H -2.172 -1.095 0.028
H 0.013 1.012 -0.328
H 0.062 -0.631 -0.661
H 0.695 0.870 1.712
H -0.929 -1.758 2.266
H 0.278 -0.855 3.362
H 3.006 -1.483 -1.666
H 1.570 -1.380 -0.806
O 2.529 -1.537 -0.842
H 2.500 2.571 -0.245
H 3.017 1.510 0.860
O 2.772 2.419 0.642
*
```



Tell me which of them is the least stable. Sure, it is x.



w.
Entry from OMol25: a 3-piece molecular cluster, C5H14O2 overall (the ωB97M-V functional and the def2-TZVPD basis).

Output
- Highest occupied orbital energy: -9.7 eV
- Frontier orbital gap: 10.4 eV
- SMILES: C=C(C)CC.O.O

ORCA input file:
```
! RIJCOSX wB97M-V def2-TZVPD def2/J DEFGRID3
* xyz 0 1
C -0.128 0.536 1.534
C -1.124 1.080 0.515
C -1.077 0.449 -0.856
C -0.901 1.195 -1.938
C -1.200 -1.047 -0.896
H -0.575 0.556 2.522
H 0.148 -0.513 1.385
H 0.796 1.092 1.613
H -2.168 1.008 0.854
H -0.999 2.152 0.415
H -0.906 0.733 -2.923
H -0.846 2.271 -1.778
H -2.028 -1.374 -0.278
H -1.363 -1.437 -1.900
H -0.307 -1.490 -0.473
H 1.517 -2.317 2.223
H 2.667 -1.381 1.924
O 2.271 -1.885 2.646
H 1.462 -0.411 -1.659
H 2.411 0.869 -1.436
O 2.351 -0.086 -1.493
*
```



x.
Entry from OMol25: a 2-piece molecular cluster, C5H14O2 overall (the ωB97M-V functional and the def2-TZVPD basis).

Output
- Highest occupied orbital energy: -10.2 eV
- Frontier orbital gap: 10.9 eV
- SMILES: CC(C)CCO.O

ORCA input file:
```
! RIJCOSX wB97M-V def2-TZVPD def2/J DEFGRID3
* xyz 0 1
C 2.158 0.255 -1.657
O 2.864 1.386 -2.129
C 0.900 0.656 -0.892
C 0.134 -0.515 -0.290
C -1.378 -0.276 -0.227
C 0.679 -0.862 1.101
H 2.788 -0.410 -1.057
H 1.843 -0.288 -2.547
H 3.560 1.628 -1.509
H 0.282 1.233 -1.587
H 1.173 1.377 -0.114
H 0.234 -1.383 -0.950
H -1.773 0.286 -1.070
H -1.929 -1.208 -0.216
H -1.635 0.355 0.627
H 0.612 -1.924 1.346
H 0.032 -0.445 1.864
H 1.719 -0.582 1.241
H -3.502 0.573 3.073
H -4.689 0.298 2.206
O -4.069 -0.155 2.789
*
```



Tell me which of them is the least stable. Sure, it is w.



w.
Entry from OMol25: a 2-piece molecular cluster, C6H6 overall (the ωB97M-V functional and the def2-TZVPD basis).

Output
- Highest occupied orbital energy: -9.2 eV
- Frontier orbital gap: 10.1 eV
- SMILES: CC1=C=C1.C#C

ORCA input file:
```
! RIJCOSX wB97M-V def2-TZVPD def2/J DEFGRID3
* xyz 0 1
C -1.478 2.198 2.143
C 1.675 0.228 -0.282
C 1.511 -0.090 -1.710
C -0.320 2.004 1.768
C 0.804 -0.814 -0.813
C -0.319 -1.783 -0.650
H -2.216 2.427 2.868
H 1.716 0.031 -2.680
H 0.400 1.683 1.072
H -0.572 -2.038 -1.641
H -1.196 -1.397 -0.227
H -0.004 -2.451 0.152
*
```



x.
Entry from OMol25: one molecule with the formula C6H6 (the ωB97M-V functional and the def2-TZVPD basis).

Output
- Highest occupied orbital energy: -8.2 eV
- Frontier orbital gap: 9.3 eV
- SMILES: C1=CC2=C(C1)C2

ORCA input file:
```
! RIJCOSX wB97M-V def2-TZVPD def2/J DEFGRID3
* xyz 0 1
C -0.494 -1.315 0.008
C -1.439 -0.356 0.073
C 0.777 -0.725 -0.236
C 0.711 0.628 -0.222
C -0.856 1.041 -0.032
C 2.044 -0.022 0.044
H -0.766 -2.425 0.048
H -2.567 -0.422 0.053
H -1.333 1.620 -0.845
H -1.118 1.605 0.757
H 2.362 0.144 1.131
H 2.678 0.228 -0.779
*
```



Tell me which of them is the least stable. Sure, it is w.



w.
Entry from OMol25: one molecule with the formula C5H5NO2 (the ωB97M-V functional and the def2-TZVPD basis).

Output
- Highest occupied orbital energy: -9.4 eV
- Frontier orbital gap: 10.0 eV
- SMILES: C=COc1ccon1

ORCA input file:
```
! RIJCOSX wB97M-V def2-TZVPD def2/J DEFGRID3
* xyz 0 1
C -2.797 -0.236 -0.039
C -1.543 0.049 0.029
C 0.659 -0.446 -0.040
C 1.279 0.692 -0.010
C 2.689 0.518 0.034
H -3.327 -1.372 -0.338
H -3.738 0.418 0.186
H -1.300 1.124 0.497
H 0.646 1.587 -0.250
H 3.828 0.960 -0.193
N 1.436 -1.499 0.026
O -0.595 -0.929 0.064
O 2.764 -0.865 0.034
*
```



x.
Entry from OMol25: one molecule with the formula C5H5NO2 (the ωB97M-V functional and the def2-TZVPD basis).

Output
- Highest occupied orbital energy: -9.1 eV
- Frontier orbital gap: 10.0 eV
- SMILES: O=C1N[C@H]2C=CO[C@@H]12

ORCA input file:
```
! RIJCOSX wB97M-V def2-TZVPD def2/J DEFGRID3
* xyz 0 1
C 1.606 -0.352 -0.058
C -0.120 0.752 0.484
C -1.271 0.492 -0.429
C -1.398 -0.808 -0.553
C 0.323 -0.665 0.802
H 1.477 1.640 -0.822
H -0.340 1.499 1.251
H -1.801 1.311 -0.899
H -2.151 -1.317 -1.144
H 0.559 -0.997 1.812
N 1.209 0.970 -0.111
O 2.493 -0.967 -0.534
O -0.584 -1.559 0.200
*
```



y.
Entry from OMol25: C5H5NO2 as an isolated structure (the ωB97M-V functional and the def2-TZVPD basis).

Output
- Highest occupied orbital energy: -9.2 eV
- Frontier orbital gap: 9.3 eV

ORCA input file:
```
! RIJCOSX wB97M-V def2-TZVPD def2/J DEFGRID3
* xyz 0 1
C -1.709 -0.960 -0.975
C -0.937 0.251 -1.372
C 0.392 0.590 0.428
O 0.718 0.143 -0.698
N -0.350 1.308 1.110
C 2.160 0.470 1.113
C 3.273 0.088 1.421
O -1.247 1.173 -2.046
H -0.870 0.918 1.898
H -2.188 -0.795 -0.009
H -1.016 -1.801 -0.900
H -2.458 -1.169 -1.743
H 4.233 -0.216 1.772
*
```



Tell me which of them is the least stable. Sure, it is y.